1.
DFT (ωB97M-V with the def2-TZVPD basis set) results for a molecular structure, C35H43CrFN6Si2.

Output
Spin multiplicity ... 5
E ... -92831.753 eV
<S²> ... 6.03
HOMO (alpha / beta) ... -0.2425 / -0.2475 Ha
Energy above the lowest of the compared OMol25 structures with the same formula, charge and spin ... 2.7 kcal per mole
E_LUMO (alpha / beta) ... 0.34 / 0.34 eV

CARTESIAN COORDINATES (ANGSTROEM)
Cr: -0.117 0.506 -0.814
C: -1.351 -1.845 1.546
N: -1.244 -1.566 0.125
C: -0.657 -2.693 -0.578
C: -0.320 -2.304 -1.976
N: -0.059 -1.080 -2.346
C: 0.159 -1.137 -3.722
C: 0.385 -0.122 -4.649
C: 0.547 -0.487 -5.970
C: 0.477 -1.827 -6.376
C: 0.222 -2.841 -5.474
C: 0.058 -2.463 -4.147
N: -0.254 -3.183 -3.005
C: -1.838 -0.660 2.312
N: -1.989 0.538 1.840
C: -2.439 1.296 2.919
C: -2.784 2.644 2.986
C: -3.205 3.146 4.203
C: -3.286 2.330 5.341
C: -2.958 0.988 5.291
C: -2.540 0.494 4.061
N: -2.161 -0.767 3.639
H: -0.358 -2.113 1.919
H: -2.013 -2.699 1.752
H: -2.157 -1.335 -0.267
H: -1.291 -3.590 -0.581
H: 0.276 -2.955 -0.075
H: 0.410 0.914 -4.342
H: 0.725 0.278 -6.715
H: 0.611 -2.069 -7.422
H: 0.147 -3.873 -5.791
H: -0.439 -4.168 -2.943
H: -2.723 3.274 2.108
H: -3.478 4.190 4.285
H: -3.618 2.760 6.277
H: -3.028 0.357 6.168
H: -2.070 -1.591 4.205
C: 2.468 -2.662 1.146
Si: 2.550 -0.852 1.704
C: 1.547 -0.697 3.305
C: 4.357 -0.686 2.245
C: 1.946 0.346 0.433
C: 1.468 1.618 1.025
C: 2.030 2.338 2.093
C: 1.450 3.520 2.504
C: 0.314 4.004 1.857
C: -0.201 3.252 0.823
N: 0.353 2.104 0.440
Si: 3.147 0.696 -0.935
C: 4.741 1.538 -0.373
C: 3.639 -0.890 -1.821
C: 2.441 1.894 -2.209
H: 3.253 -3.222 1.663
H: 2.632 -2.780 0.072
H: 1.525 -3.151 1.405
H: 2.100 -0.135 4.062
H: 1.344 -1.687 3.729
H: 0.595 -0.181 3.156
H: 4.513 -1.333 3.115
H: 4.652 0.328 2.526
H: 5.043 -1.024 1.463
H: 2.927 1.968 2.573
H: 1.888 4.077 3.324
H: -0.158 4.930 2.153
H: -1.090 3.550 0.279
H: 5.365 0.916 0.272
H: 4.518 2.464 0.168
H: 5.334 1.812 -1.252
H: 4.263 -1.532 -1.191
H: 4.217 -0.658 -2.722
H: 2.758 -1.462 -2.126
H: 1.841 2.692 -1.764
H: 1.820 1.380 -2.941
H: 3.264 2.365 -2.756
F: -5.859 -2.277 -0.809
C: -4.903 -1.356 -1.102
C: -4.763 -0.244 -0.297
C: -3.777 0.682 -0.599
C: -2.901 0.523 -1.686
C: -1.750 1.424 -1.898
C: -3.121 -0.605 -2.497
C: -4.107 -1.545 -2.212
H: -5.418 -0.112 0.555
H: -3.653 1.544 0.044
H: -1.955 2.435 -1.535
H: -1.498 1.490 -2.961
H: -2.512 -0.740 -3.384
H: -4.275 -2.402 -2.852

---

2.
DFT (ωB97M-V with the def2-TZVPD basis set) results for a molecular structure, C35H43FeN3P2S3.

Output
Spin multiplicity ... 5
Net charge ... -2
E ... -126933.885 eV
<S²> ... 6.06
HOMO (alpha / beta) ... 0.0669 / 0.0080 Ha
Energy above the lowest of the compared OMol25 structures with the same formula, charge and spin ... 19.2 kcal per mole
E_LUMO (alpha / beta) ... 4.26 / 4.26 eV

CARTESIAN COORDINATES (ANGSTROEM)
Fe: 0.342 0.871 0.297
C: 2.308 2.717 -1.861
C: 0.881 3.299 -1.865
N: 0.118 3.027 -0.659
C: 0.199 3.948 0.459
C: 1.562 3.845 1.155
S: 1.983 2.137 1.659
C: 3.569 1.896 0.801
C: 3.466 1.035 -0.465
N: 2.331 1.403 -1.269
H: 2.967 3.379 -1.294
H: 2.677 2.714 -2.896
H: 0.331 2.849 -2.694
H: 0.941 4.386 -2.052
H: -0.826 2.739 -0.880
H: -0.848 2.719 1.706
H: 0.111 4.998 0.117
H: 1.517 4.475 2.044
H: 2.357 4.224 0.512
H: 4.250 1.422 1.511
H: 3.989 2.880 0.585
H: 3.302 -0.009 -0.187
H: 4.437 1.092 -0.990
H: 2.057 0.669 -1.917
S: -0.866 0.216 2.555
P: -0.084 -1.424 1.580
C: 0.632 -1.380 0.072
P: -0.349 -1.076 -1.289
S: -1.848 0.360 -1.168
C: -1.240 -2.643 -1.790
C: -2.457 -2.637 -2.470
C: -3.018 -3.813 -2.951
C: -2.370 -5.029 -2.764
C: -1.157 -5.048 -2.088
C: -0.603 -3.869 -1.605
C: 0.647 -0.773 -2.711
C: 0.239 0.060 -3.809
C: 1.074 0.321 -4.864
C: 2.386 -0.238 -4.948
C: 2.755 -1.144 -3.918
C: 1.933 -1.420 -2.856
C: -1.390 -2.727 1.695
C: -2.729 -2.403 1.506
C: -3.685 -3.406 1.399
C: -3.321 -4.741 1.503
C: -1.987 -5.074 1.704
C: -1.032 -4.070 1.786
C: 1.173 -2.055 2.781
C: 2.506 -2.097 2.397
C: 3.486 -2.503 3.299
C: 3.131 -2.892 4.584
C: 1.796 -2.869 4.968
C: 0.825 -2.442 4.069
H: -2.971 -1.691 -2.603
H: -3.971 -3.780 -3.469
H: -2.808 -5.949 -3.136
H: -0.642 -5.989 -1.921
H: 0.337 -3.880 -1.063
H: -0.742 0.521 -3.773
H: 0.718 0.977 -5.654
H: 3.040 -0.030 -5.784
H: 3.723 -1.640 -3.962
H: 2.264 -2.095 -2.075
H: -3.002 -1.358 1.414
H: -4.720 -3.138 1.219
H: -4.068 -5.521 1.408
H: -1.685 -6.113 1.768
H: 0.013 -4.339 1.902
H: 2.742 -1.827 1.372
H: 4.525 -2.523 2.989
H: 3.894 -3.213 5.286
H: 1.508 -3.174 5.968
H: -0.214 -2.398 4.376
C: -3.093 3.381 2.146
C: -2.197 4.225 1.242
C: -2.224 5.685 1.701
C: -2.746 4.157 -0.190
N: -0.836 3.703 1.435
H: -4.109 3.784 2.155
H: -2.708 3.382 3.168
H: -3.121 2.344 1.805
H: -3.229 6.103 1.608
H: -1.549 6.295 1.095
H: -1.900 5.757 2.741
H: -3.734 4.624 -0.215
H: -2.856 3.128 -0.538
H: -2.108 4.695 -0.896

---

3.
DFT (ωB97M-V with the def2-TZVPD basis set) results for a molecular structure, C35H43Ge2N2O4PRuS2.

Output
Spin multiplicity ... 2
Net charge ... -1
E ... -194741.419 eV
<S²> ... 0.78
HOMO (alpha / beta) ... -0.2016 / -0.1995 Ha
Energy above the lowest of the compared OMol25 structures with the same formula, charge and spin ... 37.4 kcal per mole
E_LUMO (alpha / beta) ... 2.40 / 1.75 eV

CARTESIAN COORDINATES (ANGSTROEM)
Ru: -0.169 -0.523 -0.275
C: 0.844 2.746 -2.095
C: 0.358 2.720 -0.693
N: 0.008 1.647 -0.019
C: -0.414 2.062 1.216
C: -0.292 3.417 1.301
N: 0.195 3.810 0.082
C: -0.530 4.423 2.356
O: -0.992 3.978 3.498
O: -0.283 5.592 2.133
C: -0.869 1.047 2.196
O: -1.248 1.421 3.319
O: -0.798 -0.149 1.789
H: 0.983 1.721 -2.433
H: 1.796 3.274 -2.174
H: 0.117 3.235 -2.745
H: 0.357 4.775 -0.154
H: -1.118 2.959 3.480
C: -1.694 -4.606 2.249
C: -1.710 -3.223 1.600
Ge: -0.370 -2.936 0.173
C: -0.864 -4.047 -1.404
C: -0.628 -5.549 -1.259
C: 1.346 -3.636 0.823
C: 2.425 -2.861 1.002
Ge: 2.143 -0.922 0.579
C: 3.383 -0.188 -0.819
C: 4.904 -0.254 -0.702
C: 2.331 0.224 2.198
C: 3.635 0.297 2.990
C: 3.711 -3.409 1.521
C: 4.807 -2.570 1.707
C: 6.025 -3.041 2.180
C: 6.180 -4.382 2.485
C: 5.100 -5.240 2.311
C: 3.890 -4.762 1.839
H: -2.433 -4.679 3.052
H: -0.717 -4.829 2.687
H: -1.918 -5.401 1.534
H: -1.522 -2.449 2.344
H: -2.690 -3.002 1.169
H: -0.295 -3.666 -2.257
H: -1.915 -3.837 -1.621
H: 0.402 -5.765 -0.969
H: -0.819 -6.082 -2.196
H: -1.278 -5.990 -0.501
H: 1.408 -4.698 1.067
H: 3.065 0.859 -0.882
H: 3.080 -0.648 -1.763
H: 5.271 0.260 0.190
H: 5.383 0.220 -1.564
H: 5.263 -1.283 -0.659
H: 1.516 -0.068 2.863
H: 2.076 1.226 1.835
H: 3.884 -0.659 3.452
H: 3.553 1.033 3.795
H: 4.484 0.595 2.369
H: 4.706 -1.520 1.480
H: 6.850 -2.351 2.312
H: 7.126 -4.758 2.854
H: 5.202 -6.293 2.546
H: 3.072 -5.458 1.719
S: -2.964 3.000 -0.734
P: -3.584 1.268 -1.423
S: -2.523 -0.448 -1.130
C: -3.869 1.397 -3.231
C: -4.671 2.441 -3.690
C: -4.910 2.599 -5.044
C: -4.343 1.718 -5.959
C: -3.544 0.679 -5.508
C: -3.312 0.516 -4.147
C: -5.269 0.877 -0.839
C: -5.910 -0.274 -1.292
C: -7.193 -0.570 -0.864
C: -7.844 0.281 0.022
C: -7.207 1.425 0.477
C: -5.921 1.725 0.046
H: -5.095 3.138 -2.976
H: -5.536 3.413 -5.390
H: -4.525 1.845 -7.019
H: -3.101 -0.011 -6.216
H: -2.699 -0.299 -3.783
H: -5.394 -0.941 -1.972
H: -7.686 -1.468 -1.215
H: -8.847 0.047 0.360
H: -7.710 2.088 1.171
H: -5.405 2.612 0.394
C: 0.439 -1.087 -1.907
H: -0.101 -0.776 -2.809
H: 1.232 -1.800 -2.142